The ion C8H15N2S with charge +1, computed with the ωB97M-V functional and the def2-TZVPD basis.

XYZ file:
```
26
Properties=species:S:1:pos:R:3:forces:R:3
C -0.036419 1.778106 -0.333547 0.51 -1.37 0.44
C -1.644936 0.207940 -0.212436 -0.56 1.72 1.24
C 1.229895 -0.371954 -0.055630 -0.78 -0.64 1.63
C 0.944444 1.023697 0.539116 -1.18 0.59 -0.66
C -1.218358 -1.150870 -0.504462 1.47 0.45 -0.31
C 0.097490 -1.425096 0.337805 1.53 1.71 -0.80
C 2.250790 1.876220 0.845772 -4.90 3.19 -2.55
C -1.041780 -1.337821 -2.045930 0.82 -1.07 0.84
N -0.165178 2.796556 -0.893401 -0.03 0.83 -1.02
N -0.147658 -1.270950 1.822112 1.68 -0.13 -1.76
S -2.916364 0.743886 0.743833 0.39 -2.46 -0.51
H 1.341997 -0.376682 -1.116632 0.33 0.12 -0.70
H 2.179361 -0.673042 0.414382 -0.24 -0.19 -0.32
H 0.243294 0.787722 1.372425 1.12 0.50 0.35
H -1.804229 -1.929572 -0.138879 -1.97 -1.20 0.57
H 0.454329 -2.375849 -0.146728 -0.28 0.27 1.29
H 2.862606 1.894637 -0.001771 1.33 -0.73 -1.09
H 2.585516 1.439983 1.685621 1.93 -0.83 2.97
H 1.962727 3.024939 0.871349 0.50 -2.39 0.87
H -2.004585 -1.210563 -2.531249 0.05 0.05 -0.16
H -0.665599 -2.390214 -2.245035 -0.47 1.22 0.21
H -0.302715 -0.628953 -2.425934 -0.26 -0.06 -0.17
H -0.591727 3.342235 -1.631959 -0.20 -0.27 0.53
H -3.608830 -0.490320 1.179148 1.01 1.69 -0.71
H 0.768961 -1.298898 2.349324 -1.60 -0.33 -0.80
H -0.773032 -1.985142 2.122706 -0.22 -0.65 0.62
```
Forces are in eV/Å.

Computed properties:
HOMO: -0.4746 hartree
Charge: +1
Strongest force on any atom: 6.37 eV/Å
Spin multiplicity: 1
Molar mass: 171.3 g/mol
ΔE to the lowest compared entry with this formula, charge and spin: 416.8 kJ/mol
LUMO: -4.45 eV

---

A cluster of 7 separate species, C40H35NO13PS in total, computed with the ωB97M-V functional and the def2-TZVPD basis.

XYZ file:
```
91
Properties=species:S:1:pos:R:3:forces:R:3
C 5.423988 2.043685 3.398336 -0.80 -0.11 -0.12
C 5.733776 1.584945 1.944026 0.62 0.53 0.70
O 6.204030 0.259123 1.836116 -1.14 0.19 -0.67
C 5.206940 -0.685427 2.209180 1.19 -1.21 1.20
C 5.542188 -1.223785 3.681895 -0.01 0.77 -0.68
N 6.980091 -1.065656 3.888265 -0.23 -0.99 3.09
P 7.370538 -1.093719 5.526590 0.25 0.91 -3.48
S 7.977156 0.679586 6.190279 -0.09 0.09 0.64
H 5.927715 1.445316 4.169752 0.17 0.14 -0.47
H 5.697198 3.101195 3.556405 -0.11 -0.39 -0.16
H 4.332032 1.946840 3.569548 0.47 0.12 0.10
H 6.549524 2.230044 1.573159 -0.34 -0.35 -0.16
H 4.831591 1.711181 1.311296 0.29 0.14 0.09
H 4.187162 -0.269700 2.148799 0.29 -0.08 -0.07
H 5.306528 -1.577895 1.561779 -0.12 0.58 -0.11
H 5.233115 -2.291056 3.757092 -0.32 0.55 -0.11
H 4.923676 -0.594518 4.370766 0.13 -0.52 -0.08
H 6.290931 -1.575538 6.340989 0.47 -0.24 -0.13
H 8.510227 -1.954412 5.661320 -0.74 -0.09 0.33
C 10.399701 0.161029 11.951053 0.22 0.12 0.07
C 11.212690 1.037026 11.364982 0.00 -0.13 0.23
C 10.937457 1.544551 9.999969 -0.04 0.06 -0.20
O 11.683550 2.342627 9.469177 0.03 -0.01 0.13
C 9.725602 1.042728 9.314356 -0.03 0.07 -0.01
C 8.912822 0.166263 9.901874 0.02 0.04 -0.02
C 9.186502 -0.340694 11.263647 -0.21 -0.10 -0.14
O 8.447076 -1.139174 11.805955 0.09 0.03 0.08
H 10.583517 -0.222319 12.947193 -0.04 -0.03 0.00
H 12.103272 1.415538 11.851587 0.01 0.02 -0.03
H 9.536033 1.422122 8.317214 -0.04 -0.11 -0.05
H 8.023531 -0.209866 9.411164 0.03 0.03 -0.09
C 8.584358 0.733216 -3.189310 0.21 -0.10 -0.09
C 9.371481 -0.292165 -2.871602 -0.02 0.19 -0.17
C 9.073612 -1.155907 -1.705140 0.03 -0.16 0.19
O 9.795125 -2.089254 -1.419102 0.00 0.04 -0.12
C 7.868284 -0.837589 -0.907707 -0.17 0.04 0.06
C 7.080670 0.188595 -1.227130 0.00 -0.12 -0.01
C 7.377895 1.051097 -2.390983 -0.17 0.08 0.10
O 6.660747 1.986931 -2.686747 0.05 -0.04 -0.07
H 8.785622 1.376341 -4.037054 -0.03 0.03 0.01
H 10.256922 -0.540777 -3.443301 0.01 -0.03 0.03
H 7.665686 -1.477621 -0.057621 0.04 0.08 0.07
H 6.197733 0.435246 -0.652051 0.07 0.01 0.09
C 0.918678 -0.783524 -0.517351 0.18 -0.02 0.02
C 1.947496 -1.263009 0.180107 -0.07 0.15 -0.24
C 1.735098 -2.050918 1.415592 0.22 -0.05 0.12
O 2.669901 -2.484072 2.050042 -0.12 -0.13 0.00
C 0.337769 -2.286405 1.845740 -0.29 0.03 -0.02
C -0.689891 -1.806531 1.147565 0.06 -0.11 0.16
C -0.476875 -1.019574 -0.087219 -0.06 0.06 -0.07
O -1.416055 -0.583239 -0.725376 0.01 -0.03 0.01
H 1.053025 -0.204747 -1.422255 -0.04 0.01 0.00
H 2.975883 -1.101193 -0.118052 0.02 -0.02 0.06
H 0.203141 -2.864508 2.750970 0.05 0.00 0.01
H -1.718010 -1.967627 1.446125 -0.01 0.02 -0.04
C -5.692356 -2.594081 -4.168305 -0.10 0.14 -0.07
C -6.233823 -1.413476 -4.467469 -0.21 -0.13 -0.07
C -5.667581 -0.156251 -3.927562 0.01 0.12 0.01
O -6.161992 0.921375 -4.197709 -0.01 -0.06 0.01
C -4.481232 -0.257631 -3.047797 0.12 -0.05 0.09
C -3.941524 -1.438328 -2.750084 0.05 0.14 0.04
C -4.506121 -2.696924 -3.288882 0.05 -0.17 0.00
O -4.013259 -3.774213 -3.018885 -0.03 0.06 -0.01
H -6.090655 -3.525494 -4.551491 0.02 -0.01 0.01
H -7.107114 -1.318217 -5.114797 0.54 0.03 0.40
H -4.081857 0.672832 -2.663881 0.00 0.00 0.00
H -3.074837 -1.530890 -2.108016 -0.01 0.02 0.01
C -10.766292 0.768090 -7.603092 0.15 0.01 0.11
C -9.676976 0.295495 -6.999703 -0.02 0.22 0.01
C -9.371527 -1.152066 -6.997045 0.09 0.01 0.05
O -8.378988 -1.585091 -6.444481 -0.50 -0.11 -0.45
C -10.317658 -2.055186 -7.689485 -0.17 -0.08 -0.11
C -11.406804 -1.582290 -8.292502 0.14 -0.19 0.06
C -11.713766 -0.133452 -8.295641 -0.14 0.12 -0.08
O -12.705234 0.297369 -8.846406 0.02 -0.04 0.02
H -11.006979 1.823469 -7.615158 -0.01 0.00 0.00
H -8.972577 0.941136 -6.488353 -0.01 -0.03 0.04
H -10.075331 -3.110276 -7.676346 0.04 0.01 0.02
H -12.111139 -2.226407 -8.803294 -0.02 0.04 -0.01
C -12.558385 3.740277 -4.652455 -0.23 0.07 0.02
C -13.717478 3.658477 -4.001532 0.14 0.10 -0.19
C -13.887947 2.742650 -2.850857 -0.18 -0.02 0.12
O -14.943874 2.666354 -2.259056 0.04 0.01 -0.03
C -12.722176 1.922884 -2.450097 0.23 -0.08 -0.03
C -11.562981 2.004697 -3.101166 -0.12 -0.11 0.18
C -11.393048 2.920271 -4.251438 0.18 0.01 -0.06
O -10.336636 2.995449 -4.843343 -0.05 -0.04 -0.08
H -12.414240 4.403054 -5.496267 0.04 -0.01 0.00
H -14.580261 4.250159 -4.279477 -0.03 -0.02 0.04
H -12.866164 1.260272 -1.606354 -0.04 0.02 0.00
H -10.699644 1.413156 -2.823478 0.03 0.03 -0.04
```
Forces are in eV/Å.

Computed properties:
HOMO: -0.1317 hartree
Charge: -1
Strongest force on any atom: 3.60 eV/Å
Spin multiplicity: 1
Molar mass: 800.8 g/mol
LUMO: -1.03 eV

---

A structure of composition C27H42B2IrN10S3, computed with the ωB97M-V functional and the def2-TZVPD basis.

XYZ file:
```
85
Properties=species:S:1:pos:R:3:forces:R:3
Ir 0.734245 -0.673440 0.623391 -0.31 0.10 0.84
C -1.708488 3.126149 3.322990 -0.03 -0.01 -0.05
C -1.190424 4.132430 2.302387 0.07 0.04 0.01
C 0.169851 4.690157 2.710043 0.00 -0.02 0.01
C -2.227058 5.256196 2.206319 0.00 0.03 0.01
N -1.044357 3.545049 0.907149 -0.02 -0.02 0.00
C -0.993526 4.398519 -0.179127 -0.04 0.01 0.04
C -1.018948 3.648746 -1.294485 -0.01 -0.05 -0.01
N -1.083473 2.325845 -0.912062 0.11 0.00 0.00
B -1.429420 1.244405 -1.973115 0.01 0.00 0.01
N -2.427846 0.211018 -1.399800 0.01 -0.04 -0.04
C -3.767978 0.521674 -1.364344 -0.04 0.06 0.02
C -4.415250 -0.495254 -0.761486 0.00 -0.04 -0.04
N -3.473503 -1.447661 -0.428968 0.01 0.05 0.05
C -2.266915 -0.985771 -0.817995 0.00 -0.06 0.07
S -0.762597 -1.865616 -0.671287 -0.01 -0.04 -0.19
C -3.797955 -2.727002 0.314644 0.04 0.00 -0.04
C -3.381908 -3.929559 -0.529847 -0.04 0.01 0.00
C -5.306094 -2.794622 0.539156 0.00 0.03 -0.01
C -3.097116 -2.688835 1.669839 0.02 -0.02 0.05
N -0.197432 0.559248 -2.637105 0.02 0.03 -0.02
C -0.343342 -0.047492 -3.852802 0.01 0.03 -0.03
C 0.854228 -0.578459 -4.200001 0.01 0.01 0.01
N 1.741884 -0.293868 -3.194216 0.04 0.08 -0.03
C 1.070884 0.385640 -2.243924 -0.07 -0.11 0.07
S 1.610791 0.870323 -0.639720 0.00 -0.09 -0.23
C 3.185685 -0.753946 -3.205482 0.00 0.02 0.02
C 3.625500 -0.939439 -4.656272 -0.03 0.01 0.01
C 4.068555 0.311786 -2.561418 0.05 -0.04 -0.02
C 3.234131 -2.085192 -2.462423 0.02 0.01 0.02
C -1.049620 2.277900 0.434020 -0.06 0.06 -0.04
S -0.960979 0.803400 1.377925 0.03 0.05 -0.04
H -1.950005 3.683091 4.227741 0.00 -0.01 -0.01
H -0.985569 2.367470 3.596659 0.07 -0.07 0.00
H -2.626556 2.642653 2.984962 0.00 -0.02 -0.02
H 0.091819 5.138478 3.700127 0.00 0.00 0.00
H 0.505796 5.463483 2.018667 0.00 0.00 -0.01
H 0.928992 3.908831 2.745184 0.00 0.00 0.00
H -2.406891 5.641452 3.208563 0.00 0.00 0.00
H -3.173344 4.886054 1.810410 0.00 0.00 0.00
H -1.892640 6.095226 1.599890 -0.02 0.01 0.03
H -0.971218 5.465584 -0.070326 0.01 -0.02 -0.01
H -1.030168 3.939040 -2.329664 0.00 0.00 0.00
H -1.993821 1.823686 -2.855619 -0.02 -0.03 0.00
H -4.147490 1.435912 -1.784950 0.00 0.00 0.00
H -5.461533 -0.621049 -0.565605 -0.01 0.00 0.00
H -3.871934 -3.906294 -1.503894 -0.01 0.01 0.00
H -3.698449 -4.837548 -0.017253 0.01 0.00 0.00
H -2.307530 -3.987962 -0.680674 0.03 0.01 0.00
H -5.860864 -2.795868 -0.399452 0.00 -0.01 0.00
H -5.666694 -1.988997 1.179305 0.00 0.01 -0.01
H -5.523023 -3.733376 1.045240 0.01 0.00 0.01
H -2.014329 -2.748769 1.576272 -0.03 0.00 0.00
H -3.433138 -3.538218 2.263696 0.01 -0.01 0.00
H -3.353702 -1.776412 2.210226 -0.01 0.00 0.00
H -1.273723 -0.022337 -4.392803 0.00 -0.01 0.01
H 1.138899 -1.101726 -5.091700 0.02 -0.01 -0.02
H 3.486126 -0.029348 -5.240938 0.00 0.00 0.00
H 3.123268 -1.771064 -5.148249 -0.03 -0.01 0.00
H 4.687728 -1.176689 -4.652279 0.00 0.01 0.00
H 3.882125 1.294799 -2.996986 -0.01 0.01 0.00
H 5.107742 0.054118 -2.761716 0.01 0.00 0.01
H 3.962169 0.355334 -1.480070 0.01 0.01 -0.04
H 2.614570 -2.829751 -2.964602 0.00 0.00 0.00
H 2.898871 -1.973883 -1.432007 -0.02 -0.01 0.01
H 4.261129 -2.449498 -2.439772 0.00 0.00 -0.01
B 3.847713 -1.409794 1.322195 0.09 -0.08 0.10
N 3.254998 -0.344500 2.267498 0.12 0.20 0.00
C 3.889540 0.377082 3.193433 -0.11 0.00 0.06
C 3.033489 1.366075 3.655023 -0.04 -0.06 -0.01
C 1.860242 1.174921 2.940283 0.15 -0.07 0.16
N 2.007466 0.136405 2.107133 -0.10 -0.10 -0.41
N 2.867505 -2.622566 1.348024 0.09 -0.05 0.02
C 3.177768 -3.902763 1.477535 0.01 -0.02 0.03
C 2.042263 -4.681832 1.252327 -0.03 0.02 0.01
C 1.050825 -3.775791 0.967065 -0.06 0.00 0.13
N 1.552512 -2.513689 1.032512 0.14 0.15 -0.42
H 3.915643 -0.971400 0.201500 -0.07 -0.01 0.04
H 4.900696 -1.775604 1.753371 0.01 0.00 -0.02
H 4.901148 0.129932 3.467913 0.00 0.02 -0.01
H 3.225462 2.098721 4.418466 0.01 0.00 -0.01
H 0.922573 1.689405 3.006190 -0.04 0.04 -0.01
H 4.187638 -4.187779 1.722206 0.00 -0.01 0.00
H 1.958399 -5.752073 1.311971 0.00 0.00 0.00
H 0.005993 -3.943479 0.775009 0.02 0.00 -0.04
```
Forces are in eV/Å.

Computed properties:
HOMO (alpha / beta): -0.5106 / -0.5090 hartree
Charge: +2
Strongest force on any atom: 0.90 eV/Å
Spin multiplicity: 2
Molar mass: 816.7 g/mol
ΔE to the lowest compared entry with this formula, charge and spin: 0.0 kJ/mol
LUMO (alpha / beta): -7.44 / -8.04 eV

---

A cluster of 9 separate species, C24H48Cl12O3 in total, computed with the ωB97M-V functional and the def2-TZVPD basis.

XYZ file:
```
87
Properties=species:S:1:pos:R:3:forces:R:3
C -3.921186 1.667944 -3.548499 -0.35 -0.63 0.41
C -3.084055 2.834987 -3.078013 -1.03 2.01 1.49
C -3.096721 2.562119 -1.539532 -0.04 -0.60 -0.58
O -2.900390 1.131242 -1.491302 -0.26 0.15 0.79
C -3.362092 0.500340 -2.676624 0.65 0.66 -1.64
H -3.844363 1.534322 -4.628802 -0.13 -0.31 0.14
H -4.996064 1.769271 -3.242952 0.85 0.27 -0.48
H -3.547635 3.847055 -3.282855 0.41 -1.11 0.09
H -2.076508 2.866338 -3.479595 0.18 -0.30 -0.02
H -4.075762 2.824514 -1.092568 0.17 -0.10 -0.35
H -2.342223 2.996227 -0.870797 0.12 0.06 -0.62
H -4.140519 -0.244596 -2.523249 0.19 -0.06 0.40
H -2.469584 0.032974 -3.153426 -0.60 0.06 0.18
C -2.024282 0.924835 4.904315 -1.32 -0.56 1.10
C -1.050871 1.601391 4.004971 -0.71 1.85 -0.53
C -1.328515 1.023957 2.640997 -0.43 -0.96 0.32
O -1.724749 -0.369297 2.924720 -0.04 1.07 0.15
C -2.134225 -0.472405 4.326251 -0.35 -0.42 -0.96
H -3.028895 1.394752 4.889170 0.57 0.00 -0.15
H -1.740853 0.852528 5.962334 0.14 0.24 -0.26
H -0.031312 1.415684 4.229164 0.85 -0.33 0.61
H -1.171690 2.702021 3.979163 0.10 -0.50 0.16
H -0.365376 0.988609 2.127680 -0.43 0.02 -0.70
H -2.134211 1.579853 2.080070 0.78 -0.69 0.34
H -1.464693 -1.173848 4.803287 0.37 -0.16 0.17
H -3.147678 -0.922758 4.384286 0.44 0.42 -0.18
C -0.427763 -1.121989 -0.664881 0.38 0.19 0.54
C 0.658605 -1.350103 0.466798 -1.25 -0.90 -0.22
C 1.797743 -0.525970 -0.029924 0.52 0.15 -0.39
O 1.230063 0.635631 -0.624848 -0.62 -0.18 0.38
C 0.065599 0.169507 -1.356606 1.03 -0.35 -0.62
H -1.429766 -0.962158 -0.283986 -0.03 -0.02 0.34
H -0.499827 -1.973873 -1.361425 0.27 0.35 0.23
H 0.921453 -2.424506 0.547907 -0.11 0.56 0.00
H 0.337269 -1.008103 1.462956 -0.20 -0.11 -0.43
H 2.306164 -1.093091 -0.829949 0.30 0.13 0.25
H 2.478631 -0.254641 0.790280 0.02 0.13 -0.55
H 0.421586 -0.099668 -2.384720 -0.35 0.35 0.48
H -0.667125 0.981978 -1.399603 0.25 -0.31 0.06
Cl 4.602715 4.074815 1.499744 0.15 0.11 0.11
C 3.299476 2.913335 1.172061 2.42 -1.42 -1.78
C 2.005620 3.379456 1.523897 -3.21 0.67 1.30
Cl 1.667092 3.378353 3.298803 0.33 -0.07 0.39
H 3.600405 1.939273 1.570378 -0.25 0.29 0.46
H 3.286104 2.715574 0.087956 0.09 0.34 0.19
H 1.228588 2.704502 1.137357 0.34 0.29 -0.26
H 1.776410 4.421518 1.287794 0.29 -0.32 -0.56
Cl 4.037870 -1.260950 2.953335 0.03 0.01 0.12
C 2.825539 -1.644675 4.195711 0.00 0.33 1.41
C 2.424745 -0.363294 4.935479 0.88 0.22 -1.22
Cl 1.347515 -0.658380 6.287672 -0.30 -0.19 0.19
H 3.285293 -2.216130 5.018464 -0.12 -0.56 -0.92
H 2.001445 -2.134100 3.687301 -0.05 -0.15 0.28
H 1.978660 0.329349 4.234415 -0.29 0.29 0.07
H 3.352180 0.080205 5.306151 -0.27 0.07 0.11
Cl 0.073220 -3.223382 -4.457280 -0.62 -0.44 -0.10
C -0.889637 -4.770309 -4.441232 1.32 -0.06 -0.93
C -2.346151 -4.617533 -4.494305 -0.52 2.40 -0.03
Cl -2.915297 -3.685811 -3.088701 -0.37 0.08 0.41
H -0.528387 -5.285470 -3.582994 0.11 -0.52 0.60
H -0.624362 -5.298777 -5.356507 0.40 -0.08 0.12
H -2.907828 -5.513018 -4.529645 -0.20 -1.11 0.01
H -2.597870 -4.000367 -5.359405 -0.12 -0.19 -0.01
Cl -4.723892 -2.571332 1.784010 0.03 -0.16 0.14
C -3.998278 -1.247158 0.889249 0.65 0.48 -1.48
C -4.967164 -0.252955 0.323039 -0.43 0.76 1.56
Cl -6.078665 -0.943199 -0.878340 -0.28 -0.12 0.02
H -3.440683 -1.578003 0.003705 -0.10 -0.78 0.39
H -3.257866 -0.708270 1.475800 -0.18 -0.19 0.51
H -4.332127 0.466983 -0.208582 -0.51 0.07 0.35
H -5.556871 0.191153 1.183334 0.44 -0.25 -1.31
Cl 5.954700 -0.711624 0.396571 0.62 0.38 0.44
C 5.372224 -2.112538 -0.480768 0.03 -0.97 0.82
C 5.571924 -3.462025 0.206641 0.27 0.53 0.24
Cl 5.157351 -4.717493 -0.949351 -0.55 -0.62 -0.55
H 5.919237 -2.237008 -1.375201 0.40 0.52 -1.21
H 4.347886 -1.885675 -0.645964 -0.86 -0.24 -0.44
H 5.004334 -3.620269 1.108935 -0.22 0.14 0.22
H 6.615312 -3.656425 0.388699 0.37 0.35 0.39
Cl 3.765114 1.245761 -2.832622 0.28 -0.63 0.37
C 3.332782 2.777006 -3.551193 -2.12 0.06 -0.29
C 1.792231 3.025900 -3.468077 1.04 0.59 0.35
Cl 1.402608 3.710669 -1.813348 -0.07 -0.24 -0.94
H 3.634600 2.764277 -4.582478 0.18 0.01 -0.43
H 3.816892 3.554748 -3.018365 0.62 0.69 0.35
H 1.228609 2.117681 -3.586411 -0.14 -0.37 0.11
H 1.468218 3.744543 -4.235921 0.18 -0.07 0.48
```
Forces are in eV/Å.

Computed properties:
HOMO: -0.3506 hartree
Strongest force on any atom: 3.52 eV/Å
Spin multiplicity: 1
SMILES string: C1CCOC1.C1CCOC1.C1CCOC1.ClCCCl.ClCCCl.ClCCCl.ClCCCl.ClCCCl.ClCCCl
Molar mass: 810.1 g/mol
ΔE to the lowest compared entry with this formula, charge and spin: 82.0 kJ/mol
LUMO: 0.43 eV